Formula: C11H24F6NO15S5V
Source: the OMol25 dataset
Level of theory: ωB97M-V with the def2-TZVPD basis set

Calculated values
Kohn-Sham gap   10.07 eV
ΔE to the lowest compared entry with this formula, charge and spin   0.000 eV
HOMO   -0.390 hartree
E   -5150.98415 hartree

Each line ends with the Mulliken charge.
CARTESIAN COORDINATES (ANGSTROEM)
V1 0.0676 -0.7985 1.4602  1.719
S1 1.9573 -3.7929 0.4695  1.067
S2 -2.4396 1.7427 2.2489  1.199
S3 2.2779 4.1738 -2.4810  1.231
S4 -2.7978 -2.6852 0.4505  0.883
S5 -1.7326 -0.7384 -1.0447  0.883
F1 -1.1819 -1.1824 -3.5381  -0.228
F2 -1.7759 -3.5100 2.7010  -0.218
F3 -1.5089 -4.8601 1.0229  -0.207
F4 -3.4751 -4.6654 1.9296  -0.185
F5 -0.7284 -2.8947 -2.2904  -0.210
F6 0.5716 -1.1430 -2.2418  -0.219
O1 0.9668 4.2131 -3.0342  -0.640
O2 1.6179 -2.4512 0.8319  -0.673
O3 1.0853 -4.8717 0.7511  -0.658
O4 -3.1159 -3.3060 -0.7835  -0.612
O5 2.2237 3.2972 -1.1677  -0.169
O6 -1.0087 0.4366 -0.6587  -0.402
O7 -2.7658 1.9236 3.6198  -0.671
O8 -2.0173 3.0736 1.5869  -0.169
O9 -3.0452 -0.5925 -1.5342  -0.551
O10 -3.8495 -1.9765 1.1092  -0.699
O11 -1.3654 0.8695 1.8983  -0.526
O12 0.0975 -1.1747 2.9952  -0.505
O13 2.9880 5.3674 -2.2192  -0.643
O14 2.2004 -3.7160 -1.0860  -0.257
O15 1.3073 0.1339 1.1962  -0.406
N1 -1.4631 -1.7653 0.3055  -0.005
C1 3.5668 -4.1378 1.0943  -1.216
C2 2.2501 -4.9574 -1.8103  -0.275
C3 0.7948 3.5175 0.7645  -0.340
C4 2.0665 3.9766 0.0999  -0.672
C5 3.2594 3.1010 -3.4756  -0.893
C6 -2.3689 -4.0182 1.6124  0.545
C7 -0.6800 -1.5678 -2.3621  0.577
C8 -3.8912 1.2740 1.3460  -0.902
C9 -2.0219 5.1202 2.9735  -1.124
C10 2.1714 -4.6426 -3.2832  -1.146
C11 -2.7666 4.2712 1.9625  -0.453
H1 1.9864 5.0537 -0.0595  0.465
H2 -1.0382 5.3878 2.5888  0.238
H3 4.2922 -3.7423 0.3883  0.325
H4 2.5921 -3.6624 -3.4969  0.284
H5 1.4126 -5.6068 -1.5449  0.325
H6 -1.9553 4.6788 3.9643  0.294
H7 3.1218 -5.5742 -1.5611  0.424
H8 -3.7047 1.4196 0.2876  0.332
H9 1.1329 -4.6589 -3.6205  0.241
H10 3.6688 -5.2163 1.1685  0.391
H11 -0.0908 3.7981 0.2042  0.257
H12 -3.7677 4.0234 2.3180  0.411
H13 0.7424 3.8789 1.7951  0.328
H14 -4.6572 1.9640 1.6985  0.442
H15 3.3437 3.6518 -4.4138  0.382
H16 4.2525 3.0511 -3.0414  0.315
H17 0.7729 2.4296 0.8882  -0.131
H18 2.6575 -5.3999 -3.8987  0.391
H19 2.9327 3.8142 0.7376  0.292
H20 -2.5644 6.0662 3.0722  0.421
H21 3.6893 -3.6645 2.0638  0.439
H22 2.7203 2.1746 -3.6175  0.246
H23 -4.1292 0.2493 1.6197  0.295
H24 -2.8812 4.8408 1.0407  0.363



Formula: C17H27F7N6P
Source: the OMol25 dataset
Level of theory: ωB97M-V with the def2-TZVPD basis set

Calculated values
Net charge   -1
Kohn-Sham gap   6.95 eV
ΔE to the lowest compared entry with this formula, charge and spin   0.000 eV
HOMO   -0.164 hartree
E   -2032.88005 hartree

Each line ends with the natural charge from an NBO analysis.
CARTESIAN COORDINATES (ANGSTROEM)
P1 0.9112 0.9631 1.9329  0.620
F1 -1.7077 -0.6778 -0.4877  -0.330
F2 -1.3752 2.1511 3.0018  -0.361
F3 -3.3543 0.7024 2.0872  -0.325
F4 -1.2222 0.0377 3.5430  -0.371
F5 -1.2331 -1.6370 1.3822  -0.296
F6 -3.2905 -1.3753 0.8006  -0.321
F7 -2.1163 1.5377 0.5165  -0.313
N1 7.8948 -0.4020 -0.4921  -0.505
N2 -3.4101 -0.9883 -2.9765  -0.501
N3 4.9111 0.0669 0.9456  -0.865
N4 3.5243 -0.9290 2.6585  -0.873
N5 2.9935 -1.1348 0.3527  -0.868
N6 -8.2745 0.8398 -1.6872  -0.515
C1 -8.0400 0.1672 0.4064  -0.304
C2 8.0173 0.6510 0.3667  -0.066
C3 -2.1332 0.6132 1.4977  0.539
C4 9.6740 -0.8205 0.7524  -0.312
C5 9.1129 0.4233 1.1569  -0.317
C6 -2.8344 -0.4377 -4.0850  -0.074
C7 -8.9541 0.3787 -0.5911  -0.092
C8 -3.8228 -0.2332 -5.0136  -0.321
C9 -4.7505 -1.1375 -3.1751  -0.076
C10 8.8968 -1.3053 -0.2667  -0.083
C11 -6.9388 0.9240 -1.4015  -0.064
C12 -6.7591 0.5132 -0.1077  -0.312
C13 2.7408 1.0927 1.4520  -0.751
C14 -1.0114 0.9233 2.5081  0.375
C15 -5.0439 -0.6774 -4.4336  -0.317
C16 3.5287 -0.2157 1.3675  0.398
C17 -2.0805 -0.7959 0.8043  0.922
H1 2.8127 1.6003 0.4818  0.210
H2 3.2465 -0.2779 3.3899  0.359
H3 3.2127 1.7482 2.2013  0.197
H4 -6.0230 -0.6556 -4.8840  0.209
H5 10.5388 -1.3086 1.1706  0.214
H6 5.3282 -0.8431 0.7401  0.351
H7 7.1536 -0.5026 -1.1618  0.417
H8 3.3497 -0.8361 -0.5504  0.353
H9 -1.7790 -0.2284 -4.1159  0.213
H10 -8.2612 -0.1950 1.3967  0.218
H11 0.4779 0.8939 0.5112  -0.213
H12 7.2994 1.4527 0.3556  0.228
H13 5.4282 0.3736 1.7669  0.360
H14 -8.6892 1.0775 -2.5687  0.405
H15 1.2213 0.9857 3.3858  -0.191
H16 -3.6866 0.1935 -5.9936  0.213
H17 0.8855 -0.4991 1.9855  -0.192
H18 -5.8164 0.4658 0.4129  0.237
H19 1.9834 -1.0246 0.3079  0.376
H20 0.8020 2.4177 1.9039  -0.151
H21 8.9659 -2.2155 -0.8374  0.205
H22 -10.0216 0.2406 -0.6142  0.202
H23 -5.3840 -1.5388 -2.4024  0.220
H24 -6.2297 1.2531 -2.1415  0.221
H25 9.4640 1.0672 1.9459  0.216
H26 -2.9265 -1.2286 -2.1287  0.429
H27 2.7943 -1.6338 2.6277  0.372



Formula: C46H49N9O7S4Ti
Source: the OMol25 dataset
Level of theory: ωB97M-V with the def2-TZVPD basis set

Calculated values
Net charge   +2
Kohn-Sham gap (alpha / beta)   4.18 / 6.62 eV
ΔE to the lowest compared entry with this formula, charge and spin   0.000 eV
Spin multiplicity   3
HOMO (alpha / beta)   -0.331 / -0.420 hartree
E   -5243.57408 hartree

Each line ends with the Mulliken spin population.
CARTESIAN COORDINATES (ANGSTROEM)
Ti1 -0.1182 0.4727 0.2138  0.894
S1 -4.1866 -3.4621 -1.1873  0.008
S2 4.4917 3.3509 -1.5226  0.001
S3 5.0263 2.3178 2.5519  0.004
S4 -2.0001 1.0339 -2.4398  -0.004
O1 -3.4676 0.1250 2.0937  0.000
O2 1.8766 4.8860 2.4688  0.000
O3 2.5525 6.1825 0.7711  0.002
O4 -1.7053 1.1161 1.1038  0.009
O5 -0.8574 0.3283 -1.4662  0.002
O6 4.4382 3.7468 -0.1205  0.001
O7 4.0491 2.0155 -1.9519  0.001
N1 1.5704 4.1512 -1.0439  0.002
N2 -3.5937 -4.0416 4.3269  0.000
N3 1.9352 -0.1648 0.4984  0.102
N4 0.5068 2.3738 -0.3060  -0.055
N5 -0.1544 -1.7666 0.2861  0.212
N6 -4.0850 -3.3866 2.1394  0.003
N7 2.0015 5.1721 1.2643  0.000
N8 -3.9988 -1.8086 3.8326  0.000
N9 0.0991 0.0992 2.5429  0.017
C1 -1.2802 -2.3827 -0.0641  0.033
C2 7.4831 1.5965 2.2298  -0.010
C3 2.1825 -1.4541 0.0649  0.077
C4 -3.9482 -3.0822 3.4496  -0.001
C5 1.1424 -3.5781 -0.7500  -0.051
C6 -4.9049 -4.8626 -1.8995  0.028
C7 -2.6635 -5.4684 -1.7898  0.061
C8 -3.9975 -5.8394 -2.1671  -0.013
C9 -2.2539 0.3740 2.0302  -0.002
C10 1.0414 2.4378 -2.7201  -0.015
C11 0.6915 3.1712 0.7890  0.054
C12 1.0389 2.9814 -1.3762  0.033
C13 6.2192 3.4809 -2.0296  0.001
C14 4.3252 0.1241 0.8510  0.030
C15 -1.8685 -1.5078 -3.5778  0.025
C16 -3.7638 -0.0577 -4.1489  -0.001
C17 -4.2329 0.1672 -1.0678  0.000
C18 1.0381 -2.2804 -0.1598  0.095
C19 -1.2645 -0.2518 3.0584  0.008
C20 2.4715 -4.0295 -1.0009  0.029
C21 6.7090 2.5855 2.7865  0.023
C22 5.3688 0.9249 1.5223  -0.015
C23 4.5871 -1.1243 0.2277  0.043
C24 7.1568 2.4211 -1.4880  -0.001
C25 -3.4618 1.2581 -1.4403  0.002
C26 -2.5384 -0.2965 -3.4667  -0.002
C27 -5.7528 1.6843 0.0755  0.001
C28 6.7129 0.6383 1.5056  0.033
C29 -1.5600 0.1734 4.5097  -0.004
C30 -2.4955 -2.5425 -4.2705  0.002
C31 1.4345 4.2408 0.3601  0.018
C32 -3.7854 2.5695 -1.0279  -0.001
C33 3.5811 -3.2457 -0.7599  -0.056
C34 3.5680 4.6070 -2.4887  0.000
C35 -4.9228 2.7740 -0.2547  0.000
C36 -1.3103 -3.5967 -0.7902  -0.089
C37 2.9924 0.5670 0.9164  0.044
C38 -0.0786 -4.2324 -1.0663  0.302
C39 -4.3167 -1.0534 -4.9372  0.001
C40 -5.3791 0.3837 -0.2775  0.003
C41 3.5009 -1.9391 -0.1663  0.028
C42 -2.5848 -4.2032 -1.2511  -0.028
C43 -2.1743 -0.9580 5.3939  0.001
C44 2.2432 5.1252 -1.9088  0.001
C45 -3.6531 -1.2951 5.1594  0.000
C46 -3.6850 -2.3089 -4.9651  0.002
H1 0.5084 0.9168 2.9962  0.002
H2 -5.9857 -0.4663 0.0384  0.000
H3 -3.1656 3.4164 -1.3199  0.000
H4 -2.2106 1.0689 4.5502  0.000
H5 0.3684 1.5525 -2.7356  0.009
H6 -5.1725 3.7884 0.0875  0.000
H7 4.5796 -3.6428 -0.9800  -0.001
H8 -4.2763 -6.7937 -2.6093  0.000
H9 2.7776 1.5364 1.3451  0.000
H10 -5.2256 -0.8909 -5.5032  0.000
H11 5.6173 -1.4588 0.1136  0.016
H12 -3.9802 -2.0183 5.9289  0.000
H13 1.5790 5.4066 -2.7427  0.000
H14 2.0476 2.0577 -2.9851  0.003
H15 -2.1261 -0.5386 6.4221  0.000
H16 7.1289 -0.2131 0.9506  0.003
H17 -4.1363 -3.1288 -5.5550  0.000
H18 -2.0651 -3.5450 -4.2427  0.004
H19 6.6703 1.4325 -1.3966  0.000
H20 7.5679 2.7293 -0.5127  0.001
H21 0.3439 3.0436 1.8080  -0.004
H22 6.5361 4.4919 -1.6953  0.000
H23 -1.5421 -1.8609 5.3740  0.000
H24 0.6950 3.1833 -3.4785  0.001
H25 -1.3549 -1.3541 3.0231  0.005
H26 6.2056 3.4589 -3.1347  0.000
H27 -5.9676 -4.8594 -2.0702  0.001
H28 0.7789 -0.6543 2.7076  0.007
H29 -4.2274 -0.3755 5.3173  0.000
H30 -0.5726 0.4379 4.9469  0.000
H31 -6.7089 1.8613 0.5786  0.000
H32 -4.0421 -1.0923 3.0891  0.000
H33 -4.1939 -4.3653 1.9068  0.000
H34 8.5611 1.5785 2.3374  0.000
H35 2.4141 6.0035 -1.2674  0.000
H36 -4.6336 -2.7706 1.5527  0.001
H37 -0.0264 -5.2143 -1.5547  0.032
H38 -0.9034 -1.6361 -3.0721  -0.012
H39 3.4180 4.1867 -3.4981  0.000
H40 -3.5494 -3.8934 5.3219  0.000
H41 -2.1990 -1.9216 0.2909  0.037
H42 2.6225 -5.0479 -1.3599  -0.001
H43 -1.7897 -6.1196 -1.9079  0.003
H44 4.2474 5.4705 -2.5914  0.000
H45 7.0514 3.4361 3.3650  0.001
H46 -4.2489 0.9251 -3.9880  0.000
H47 -3.5070 -5.0013 4.0206  0.000
H48 8.0081 2.2872 -2.1856  0.000
H49 -3.9090 -0.8445 -1.3603  0.004